P | Computed, not measured: an isolated molecule of C4H3Br, with ωB97M-V with the def2-TZVPD basis set.

ORCA input file:
```
! wB97M-V def2-TZVPD RIJCOSX def2/J DEFGRID3
* xyz 0 1
C 0.2238 1.4092 1.8850
C 0.1617 0.9578 0.7650
C -0.0151 0.0475 -0.6843
C -0.0474 -1.2609 -0.8121
Br -0.3781 -2.0864 -2.4939
H 0.0957 2.1179 2.6456
H -0.2368 0.7583 -1.3781
H 0.1962 -1.9434 0.0729
*
```

Values from the calculation:
Orbital gap ... 0.3847 hartree
SMILES string ... C#C/C=C/Br



Q | Computed, not measured: a cluster of 2 separate species, C4H3Br in total, with ωB97M-V with the def2-TZVPD basis set.

ORCA input file:
```
! wB97M-V def2-TZVPD RIJCOSX def2/J DEFGRID3
* xyz 0 1
C -1.0966 -0.5635 -2.4598
C -0.7410 -0.2807 -1.3588
C 0.1790 0.9566 1.4493
C -0.7147 1.2130 0.4975
Br -1.8830 2.6331 0.2928
H -1.0367 -0.6645 -3.4442
H 0.4088 1.8310 2.2222
H 0.7607 0.0515 1.6826
*
```

Values from the calculation:
Orbital gap ... 0.3157 hartree



Pick P: it beats the second-best structure by 3.537 eV.



P | Computed, not measured: an isolated molecule of C2H4N4OS, with ωB97M-V with the def2-TZVPD basis set.

ORCA input file:
```
! wB97M-V def2-TZVPD RIJCOSX def2/J DEFGRID3
* xyz 0 1
N -0.2793 1.9126 0.2553
N -0.2240 0.4504 -0.0955
C -1.3712 -0.1605 -0.1840
O -2.4934 0.4830 -0.1444
N -1.2601 -1.4064 0.0053
N 0.1477 -1.5064 0.2186
C 0.7914 -0.3769 -0.0709
S 2.3040 0.0876 -0.0887
H 0.4564 2.0626 1.0453
H 0.1907 2.3702 -0.5237
H -3.3348 -0.1409 0.3845
H 0.5596 -2.4845 0.5133
*
```

Values from the calculation:
Orbital gap ... 0.3101 hartree
SMILES string ... Nn1c(O)n[nH]c1=S



Q | Computed, not measured: an isolated molecule of C2H4N4OS, with ωB97M-V with the def2-TZVPD basis set.

ORCA input file:
```
! wB97M-V def2-TZVPD RIJCOSX def2/J DEFGRID3
* xyz 0 1
H -0.4575 -2.3239 -0.3738
N 0.3073 -1.8697 0.1249
C 0.1799 -0.5866 0.1696
N -0.8105 0.3077 -0.2258
S -2.2569 -0.2063 -1.0043
C -0.2219 1.6020 -0.3188
N 0.9356 1.5545 0.1994
N 1.1186 0.2984 0.7532
O 2.4234 -0.2229 0.8712
H -2.9845 0.0079 0.1020
H -0.6559 2.5334 -0.7548
H 2.4224 -1.0945 0.4572
*
```

Values from the calculation:
Orbital gap ... 0.3385 hartree
SMILES string ... [H]/N=c1\n(S)cnn1O



Pick P: it beats the second-best structure by 0.108 eV.